ORCA calculation (ωB97M-V/def2-TZVPD) on a molecular structure, C29H47Cl2FHoN3O4Si in a non-equilibrium geometry.

```
88
Properties=species:S:1:pos:R:3:forces:R:3
C -3.858696 1.154759 -3.239230 -0.15 0.27 0.29
C -3.241345 0.626870 -4.489579 0.47 -0.32 -0.80
H -4.269651 2.153352 -3.395741 0.02 -0.02 0.12
H -3.108415 1.197179 -2.440512 -0.14 0.07 -0.13
H -4.681265 0.523764 -2.870316 0.19 0.02 -0.19
C -3.525276 1.028745 -5.734325 -0.03 -0.51 0.40
C -4.531452 2.064503 -6.092980 -0.16 0.51 -0.34
H -3.035454 0.555404 -6.590064 -0.07 0.06 0.43
H -4.487274 2.924528 -5.417961 -0.11 -0.07 -0.07
H -5.564381 1.690167 -6.101287 0.21 -0.01 0.08
H -4.317378 2.421895 -7.106051 -0.15 0.08 0.16
Ho 0.627238 0.807253 2.996554 -1.80 -1.24 1.19
Cl -1.384086 0.172099 1.576906 -0.32 -0.14 0.03
C 1.285278 -1.899146 1.366123 0.41 1.39 0.79
O 1.781728 -0.889864 1.977532 -0.67 -1.78 -1.48
N 1.964299 -2.655699 0.517942 0.19 0.11 -0.10
C 3.265613 -2.214217 0.029504 0.19 -0.11 -0.04
C 1.421984 -3.927104 0.024701 -0.29 0.21 -0.07
H 0.225951 -2.167555 1.480883 0.23 0.03 0.34
H 3.656903 -1.446201 0.699103 -0.06 -0.19 -0.09
H 3.176078 -1.783206 -0.981335 -0.01 -0.23 0.32
H 3.943227 -3.075471 0.000775 -0.07 0.25 -0.02
H 0.568559 -4.198569 0.655418 0.21 -0.03 -0.16
H 2.190413 -4.711895 0.095716 -0.25 0.32 0.03
H 1.071337 -3.842413 -1.016373 0.29 -0.04 0.38
H 5.100682 -0.216969 6.012491 -0.11 0.38 -0.07
H 3.751995 -0.285469 8.387332 -0.14 0.27 -0.12
C 4.638821 0.782863 5.947791 -0.05 -0.04 0.32
C 3.293733 0.656299 8.049406 -0.04 -0.02 -0.16
N 3.324290 0.752429 6.591192 0.16 -0.10 -0.02
H 4.530055 1.078257 4.899907 0.03 -0.06 0.34
C 2.211868 0.741947 5.874780 -0.26 0.01 -1.46
O 2.209933 0.825899 4.610201 0.57 0.20 2.01
H 2.247917 0.689840 8.373280 0.30 -0.01 0.05
H 1.270445 0.639053 6.445065 0.29 0.09 -0.32
H 5.254447 1.501919 6.507564 -0.04 -0.21 -0.34
H 3.852263 1.501368 8.479763 -0.24 -0.26 -0.08
H -1.355148 5.357176 1.977643 0.49 -0.17 0.04
H -0.454351 3.310836 0.021907 0.26 0.30 0.12
C -0.278059 5.592973 2.019084 0.19 0.28 0.01
C 0.310729 4.101526 0.096610 -0.16 -0.10 0.01
N 0.534262 4.504768 1.481781 0.18 -0.27 0.13
H 0.001637 5.770144 3.064141 -0.13 -0.05 -0.29
C 1.229234 3.705157 2.278055 -0.56 -0.83 0.16
O 1.581373 2.531041 1.942383 0.49 1.82 -0.18
H 1.256689 3.735854 -0.318383 -0.32 0.02 0.03
H 1.425997 4.066227 3.302623 -0.06 0.02 -0.52
H -0.095757 6.494220 1.421074 -0.03 -0.10 0.20
H -0.022733 4.988590 -0.449525 0.08 -0.21 0.01
O -1.047554 0.229120 -3.663146 0.00 -0.02 -0.37
C -2.172800 -0.434075 -4.241141 0.27 -0.07 0.26
C -0.980559 -0.890294 -6.474325 -0.03 -0.15 0.14
C -1.870369 -1.284151 -5.473617 -0.18 0.14 0.30
H -0.416050 0.043135 -6.339936 -0.22 -0.48 -0.14
C -0.848552 -1.678950 -7.623301 -0.08 -0.01 0.24
H -2.589342 -1.114183 -3.482506 0.07 -0.03 -0.06
C -2.625030 -2.453716 -5.621569 0.23 0.25 0.01
H -0.147308 -1.365039 -8.395092 -0.19 -0.15 0.08
C -1.601712 -2.851175 -7.770770 0.10 0.20 0.21
C -2.487717 -3.241350 -6.759918 0.04 0.04 -0.06
H -3.328193 -2.702678 -4.817810 0.25 -0.11 -0.41
H -1.490185 -3.460213 -8.667906 -0.03 0.15 0.23
H -3.071591 -4.159639 -6.851525 0.19 0.28 -0.07
Si 0.378445 -0.110076 -2.857762 -1.14 0.41 -0.38
Cl -0.916364 2.719994 4.065725 0.42 0.01 0.03
C 1.685714 0.793495 -3.803271 0.39 0.07 -0.29
C 0.673718 -1.948220 -2.931049 0.17 -0.37 -0.09
C 0.163078 0.574451 -1.146505 0.06 -0.30 -0.04
H 1.630567 0.517474 -4.865574 0.11 0.03 0.21
H 2.680502 0.519551 -3.424235 -0.09 0.17 -0.14
H 1.564289 1.883884 -3.739143 0.03 -0.28 0.06
H -0.235618 1.599495 -1.153190 0.18 -0.34 -0.17
H 1.088158 0.571093 -0.551096 -0.15 0.02 -0.08
H -0.577210 -0.030987 -0.603675 0.31 0.23 -0.21
H 0.589493 -2.277116 -3.980231 0.05 0.08 0.29
H -0.069154 -2.514830 -2.349296 0.20 0.19 -0.12
H 1.686129 -2.209714 -2.582691 -0.33 0.00 -0.08
F -2.012992 -3.616875 7.349673 0.24 0.35 -0.36
C -1.447129 -2.729040 6.461693 0.13 0.11 -0.08
C -0.586163 -3.218197 5.481198 0.12 0.07 -0.20
C -0.004895 -2.297824 4.579269 -0.77 -1.47 1.38
C -0.290015 -0.968121 4.704199 1.57 2.56 -2.57
C -1.137436 -0.480560 5.662072 -0.97 -1.04 1.56
C -1.740291 -1.373006 6.583321 0.23 0.28 -0.23
H -0.359033 -4.283507 5.418156 -0.20 0.18 0.15
H 0.667415 -2.675238 3.811498 0.01 -0.07 0.10
H -1.349916 0.588371 5.719486 -0.11 -0.25 0.10
H -2.398587 -1.006416 7.372428 0.07 -0.27 -0.17
```
Positions in Å, forces in eV/Å.

## Properties
HOMO level (spin up / spin down): -6.65 / -6.65 eV
E: -104939.9296 eV
ΔE to the lowest compared entry with this formula, charge and spin: 0.000 eV
gap between HOMO and LUMO (spin up / spin down): 6.92 / 6.91 eV
multiplicity: 5
E_LUMO (spin up / spin down): 0.260 / 0.261 eV
total charge: 0

=====

ORCA calculation (ωB97M-V/def2-TZVPD) on a molecular structure, C29H47Cl2N3O5Sr in a non-equilibrium geometry.

```
87
Properties=species:S:1:pos:R:3:forces:R:3
Sr 0.065154 0.064900 -0.175528 -1.32 -0.11 -0.50
C 1.069699 0.528565 2.795827 0.40 0.18 -0.27
C -0.136328 1.375336 3.113400 -0.25 0.04 -0.08
O -1.000938 1.310960 1.984835 0.07 0.05 0.32
C -2.148370 2.146211 2.092102 0.15 -0.15 0.09
C -2.857191 2.093818 0.758342 0.01 0.08 -0.22
O -1.937908 2.254746 -0.319461 -0.05 -0.01 0.10
C -1.441633 3.581807 -0.458788 -0.20 0.01 0.00
C -0.113540 3.513171 -1.163544 0.35 -0.12 0.02
O 0.777101 2.591007 -0.518302 0.11 0.20 0.17
C 1.367762 3.106902 0.680431 -0.03 0.02 -0.20
C 2.272588 2.046896 1.257638 -0.10 -0.28 0.26
O 1.582487 0.800248 1.474623 0.53 0.34 0.79
H 0.806547 -0.528754 2.787150 -0.03 -0.02 -0.06
H 1.856566 0.676655 3.535847 0.03 0.02 0.05
H 0.134575 2.417162 3.312265 0.04 0.03 0.01
H -0.625785 0.983444 4.010649 -0.03 0.01 0.01
H -1.829916 3.157733 2.361277 -0.03 0.06 -0.02
H -2.819490 1.795049 2.882756 0.01 -0.02 0.01
H -3.650747 2.845593 0.724023 0.01 0.02 -0.02
H -3.318668 1.118363 0.607226 0.04 -0.04 0.01
H -1.338221 4.060945 0.517208 0.03 -0.01 0.01
H -2.134695 4.190593 -1.046354 -0.03 0.00 -0.02
H 0.348520 4.501819 -1.214470 -0.03 0.05 0.02
H -0.227821 3.156029 -2.186836 -0.07 -0.07 0.02
H 0.588457 3.402271 1.385251 0.00 -0.02 0.03
H 1.980469 3.984786 0.455781 -0.04 0.06 -0.07
H 2.709578 2.396616 2.194286 0.03 0.03 0.02
H 3.080443 1.820909 0.563819 0.01 -0.01 -0.06
Cl -1.403190 0.635597 -3.049991 -0.15 -0.33 -0.11
C -1.978055 -1.044369 -3.254392 0.11 0.10 0.21
Cl -1.727032 -1.974666 -1.750086 -0.04 0.07 -0.31
H -1.418037 -1.515398 -4.049996 0.08 0.00 -0.02
H -3.038817 -1.019374 -3.460167 -0.06 0.04 -0.02
C 6.235886 1.227548 -4.210743 0.04 0.08 -0.01
C 5.418650 -0.024716 -4.559031 -0.13 0.00 0.08
C 6.302827 -1.257114 -4.382276 0.08 -0.09 0.00
C 4.956629 0.053135 -6.020751 -0.01 0.01 -0.09
C 4.187816 -0.066553 -3.657913 0.17 0.00 -0.08
C 3.235348 0.950773 -3.700302 0.04 0.03 -0.05
C 2.150745 0.895438 -2.857950 -0.15 -0.06 0.19
N 1.923928 -0.095199 -1.979567 0.37 -0.02 -0.29
C 2.824767 -1.090083 -1.945461 -0.18 -0.20 0.27
C 3.953382 -1.091496 -2.752886 0.05 -0.02 -0.05
C 2.568841 -2.217590 -0.979396 -0.16 0.43 -0.09
C 3.341608 -3.361458 -0.986183 0.06 -0.11 -0.01
C 3.109984 -4.395212 -0.079117 0.16 -0.13 -0.06
C 2.069732 -4.206207 0.817137 -0.09 -0.02 0.07
C 1.326220 -3.042183 0.756706 -0.03 0.15 -0.12
N 1.547600 -2.053207 -0.114661 0.25 -0.38 0.05
C 3.977539 -5.650799 -0.111707 -0.09 0.13 0.01
C 3.859846 -6.296722 -1.499423 0.01 -0.04 -0.08
C 5.436504 -5.247639 0.145474 0.08 0.01 0.00
C 3.545922 -6.663037 0.946155 -0.02 -0.09 0.08
H 7.109655 1.287952 -4.862030 -0.02 -0.01 0.02
H 6.587422 1.200302 -3.176875 -0.02 -0.02 -0.02
H 5.658064 2.143319 -4.350468 0.01 -0.04 0.00
H 7.156082 -1.185070 -5.057521 -0.02 0.00 0.01
H 5.776382 -2.184383 -4.623732 -0.01 0.05 -0.02
H 6.701725 -1.340029 -3.367826 -0.02 0.04 -0.02
H 5.826930 0.070324 -6.678925 -0.02 0.00 0.02
H 4.378738 0.957162 -6.220737 0.01 -0.02 0.02
H 4.344345 -0.809203 -6.293601 0.03 0.01 0.03
H 3.336334 1.788452 -4.377586 0.00 -0.03 0.02
H 1.416772 1.692453 -2.876290 0.02 -0.04 0.00
H 4.665107 -1.896260 -2.673693 0.00 0.03 0.00
H 4.134421 -3.472027 -1.710054 -0.02 -0.01 0.02
H 1.814168 -4.953385 1.554666 0.02 0.01 -0.02
H 0.490857 -2.891430 1.430795 0.03 0.00 -0.02
H 4.219311 -5.636846 -2.291725 -0.01 -0.01 0.03
H 2.827591 -6.570290 -1.728299 0.02 0.01 0.04
H 4.463772 -7.205146 -1.532598 -0.01 0.03 0.01
H 5.810156 -4.560786 -0.617079 -0.02 -0.02 0.02
H 6.071884 -6.134848 0.126821 -0.03 0.02 0.00
H 5.554002 -4.769377 1.120273 -0.03 -0.02 -0.02
H 2.515633 -6.997269 0.801510 0.03 0.02 -0.03
H 3.640284 -6.266176 1.959947 0.02 0.02 -0.04
H 4.184345 -7.544909 0.883657 -0.01 0.02 0.00
C -3.772566 -1.762986 1.424943 -0.05 -0.05 0.06
C -2.378371 -1.986263 1.934346 0.23 0.08 -0.14
N -2.236762 -2.720661 3.044624 -0.09 0.05 -0.06
O -1.395771 -1.490482 1.365077 -0.01 0.03 0.04
H -4.432648 -2.606064 1.626146 0.03 0.01 -0.01
H -3.726597 -1.574127 0.356204 -0.06 -0.01 0.00
H -4.193021 -0.886731 1.923775 0.01 -0.01 -0.01
H -3.023621 -3.161967 3.487295 -0.01 -0.01 0.03
H -1.320265 -2.868101 3.431634 0.02 -0.03 0.02
```
Positions in Å, forces in eV/Å.

## Properties
HOMO level: -13.82 eV
E: -71416.4200 eV
ΔE to the lowest compared entry with this formula, charge and spin: 0.000 eV
gap between HOMO and LUMO: 9.19 eV
E_LUMO: -4.627 eV
total charge: +2

=====

ORCA calculation (ωB97M-V/def2-TZVPD) on 3 unconnected molecules or ions with the total composition C29H47ClO10P2 in a non-equilibrium geometry.

```
89
Properties=species:S:1:pos:R:3:forces:R:3
C 6.325509 3.377313 0.994890 -0.48 -0.37 0.06
C 5.151086 2.332982 1.359018 -0.36 0.47 -0.65
C 4.450628 1.720230 0.018867 -1.14 1.45 1.63
Cl 5.390988 0.337425 -0.721999 -0.72 1.03 0.51
C 2.949194 1.355193 0.439012 -2.12 -0.15 -1.36
C 1.800496 1.600558 -0.381090 2.03 -0.63 2.74
C 0.371060 1.195091 0.258130 -0.91 -0.57 -1.26
O -0.510766 0.627558 -0.420040 2.92 2.05 2.45
C 0.226282 1.542088 1.831762 2.33 -0.77 1.95
C -1.088878 2.152644 2.506280 0.19 1.47 -1.75
C -2.054631 2.691794 1.331524 -2.48 0.30 -1.79
C -3.369198 1.878529 1.090053 0.79 3.34 -2.34
C -4.371427 2.295870 -0.032094 3.50 1.95 1.02
C -4.040220 3.566698 -0.887751 2.04 -1.68 2.65
C -2.715740 4.370318 -0.645783 -1.47 -2.99 1.49
C -1.702625 3.942364 0.453968 -2.79 -1.27 -0.48
C -0.331561 4.775651 0.646301 -0.82 -1.27 -0.73
C 1.366547 1.276249 2.643477 -0.87 0.04 -2.77
C 2.681311 0.705833 1.897402 0.69 -1.12 0.67
O 3.427109 -0.179151 2.403781 -2.44 3.91 -1.94
H 6.118433 4.357180 1.550696 0.58 -1.44 -0.73
H 7.354771 2.954411 1.265781 -1.50 0.78 -0.50
H 6.261095 3.604954 -0.124451 0.36 -0.30 1.54
H 5.466878 1.495863 2.066023 -0.42 1.20 -1.02
H 4.312352 2.960575 1.854207 1.23 -1.18 -0.64
H 4.380422 2.619872 -0.704108 0.17 -1.84 0.77
H 1.906251 2.071000 -1.417865 -0.42 -0.98 1.57
H -1.617955 1.463421 3.242179 0.71 0.76 -1.27
H -0.749991 3.101840 3.075959 -0.43 -1.69 -0.68
H -3.567891 0.985139 1.763441 0.24 1.31 -1.10
H -5.314378 1.661497 -0.188038 1.60 1.25 0.14
H -4.802214 3.843765 -1.701409 1.53 -0.25 1.37
H -2.560103 5.270202 -1.345361 0.03 -1.53 1.43
H 0.286123 4.594932 -0.315453 -0.78 0.30 1.66
H 0.210004 4.320373 1.546818 -0.58 1.03 -1.34
H -0.505670 5.901788 0.731919 0.15 -1.69 0.11
H 1.429378 1.452122 3.765249 -0.22 -0.40 -1.65
O -6.329531 0.379526 -4.508805 -2.01 3.82 0.41
P -5.724314 1.445044 -5.428392 6.05 -6.17 -3.04
O -5.813735 0.567353 -6.840411 -1.10 0.85 0.16
C -6.991232 -0.150538 -7.186310 -0.19 -0.36 -0.32
C -7.857244 0.652940 -8.137131 0.02 0.16 -0.07
O -4.141294 1.142457 -5.059792 -0.69 1.42 0.19
C -3.780790 0.620461 -3.786832 0.11 -0.37 0.41
C -3.593347 -0.882848 -3.869844 -0.02 -0.15 -0.13
O -5.099226 2.733852 -6.364497 -2.23 0.63 2.49
C -5.977302 3.517785 -7.155786 -0.13 0.38 -0.33
C -7.129064 4.092415 -6.356617 0.07 0.11 0.03
H -7.573922 -0.439892 -6.310438 0.20 0.05 0.12
H -6.670719 -1.070772 -7.682293 0.11 0.06 0.07
H -8.241110 1.550949 -7.644344 -0.07 -0.04 0.00
H -8.709801 0.062811 -8.480339 0.04 0.01 0.03
H -7.282647 0.976494 -9.009250 -0.04 -0.10 0.04
H -4.518143 0.896651 -3.027372 0.04 -0.16 -0.13
H -2.837129 1.085512 -3.488710 -0.06 0.10 -0.17
H -4.466039 -1.376543 -4.300921 -0.10 0.14 0.15
H -3.403049 -1.308006 -2.882220 0.03 0.05 -0.03
H -2.751726 -1.121418 -4.522468 0.07 0.05 0.08
H -6.326764 2.933958 -8.006821 -0.10 -0.16 0.03
H -5.383065 4.340098 -7.564631 0.12 -0.14 0.13
H -7.741115 3.300482 -5.913116 -0.08 -0.08 -0.07
H -7.768588 4.702423 -6.998722 -0.02 -0.06 0.09
H -6.757541 4.712696 -5.537343 0.00 0.00 -0.09
O 4.627967 -6.557248 4.131746 -2.97 2.16 -2.24
P 4.150654 -5.298091 4.861980 5.52 -1.84 6.82
O 5.657060 -4.655259 5.161559 -0.55 0.50 -1.14
C 6.651525 -4.609795 4.146450 0.51 0.10 -0.10
C 6.679406 -3.250461 3.474498 -0.12 0.14 0.01
O 3.899689 -6.012040 6.333358 -1.13 0.64 -0.70
C 3.560355 -7.388914 6.420887 0.09 -0.47 -0.03
C 4.795591 -8.218606 6.717944 0.19 0.02 0.06
O 3.497099 -3.901837 5.600705 -1.41 -1.42 -2.70
C 3.457099 -2.680754 4.878776 -0.13 0.54 -0.22
C 2.767495 -2.816456 3.537838 -0.27 0.03 0.00
H 6.515672 -5.390354 3.396290 -0.14 -0.10 0.16
H 7.614021 -4.790347 4.633174 -0.11 -0.05 0.09
H 5.748882 -3.070278 2.928637 0.06 0.01 -0.05
H 7.507708 -3.183463 2.765612 -0.03 -0.03 0.02
H 6.786799 -2.452017 4.213725 0.06 -0.08 -0.04
H 3.058559 -7.728233 5.509805 0.20 0.02 0.07
H 2.841642 -7.502900 7.237434 0.04 0.20 0.00
H 5.595888 -8.023468 6.002341 -0.19 -0.02 -0.13
H 4.563336 -9.285597 6.700577 -0.01 0.03 0.03
H 5.193271 -7.962269 7.701524 -0.09 -0.04 0.04
H 4.465195 -2.280275 4.776336 0.13 -0.10 -0.09
H 2.899824 -1.968993 5.494955 0.01 -0.21 0.11
H 3.284610 -3.536152 2.894054 0.14 -0.02 -0.04
H 2.744008 -1.850080 3.025545 -0.01 -0.54 0.19
H 1.742411 -3.174174 3.666361 0.05 -0.01 0.07
```
Positions in Å, forces in eV/Å.

## Properties
HOMO level: -8.78 eV
E: -82401.2318 eV
SMILES string: CC[C@@H](Cl)C1=CC(=O)C(Cc2ccccc2C)=CC1=O.CCOP(=O)(OCC)OCC.CCOP(=O)(OCC)OCC
gap between HOMO and LUMO: 7.41 eV
E_LUMO: -1.367 eV
total charge: 0

=====

The highest total charge belongs to which entry? C29H47Cl2N3O5Sr

=====

Which formula does entry 1 have? C29H47Cl2FHoN3O4Si

=====

Which formula does entry 2 have? C29H47Cl2N3O5Sr

=====

Among the records above, which one has the lowest E? C29H47Cl2FHoN3O4Si